Record 1
{"formula": "C2H2INO2", "method": "wB97M-V/def2-TZVPD", "orbital_gap_ev": 9.347, "charge": 0, "e_lumo_ev": -0.91, "e_homo_ev": -10.3, "energy_ev": -15785.98066, "symbols": ["C", "C", "N", "O", "O", "H", "I", "H"], "positions_angstrom": [[0.514, 0.935, 1.133], [0.990, 0.091, 0.428], [1.222, -1.027, -0.324], [1.681, -0.789, -1.441], [0.949, -2.105, 0.072], [0.354, 1.755, 1.757], [-3.179, 0.209, -0.219], [-2.531, 0.932, -1.406]], "atomic_forces_ev_per_a": [[1.07, -0.67, -0.68], [-1.07, 0.93, 1.51], [1.01, 0.85, -2.86], [0.07, 0.08, 0.18], [-0.60, -1.89, 1.35], [-0.49, 0.70, 0.50], [-0.72, -0.82, 1.35], [0.74, 0.82, -1.36]], "mulliken_charge": [-0.379, 0.117, 0.792, -0.474, -0.468, 0.412, -0.101, 0.102]}



Record 2
{"formula": "C10H31MgO6S5", "method": "wB97M-V/def2-TZVPD", "orbital_gap_ev": 3.852, "charge": 1, "e_lumo_ev": -6.91, "e_homo_ev": -10.8, "energy_ev": -82760.92330, "symbols": ["Mg", "O", "H", "C", "S", "O", "C", "H", "H", "H", "H", "H", "H", "C", "S", "O", "C", "H", "H", "H", "H", "H", "H", "C", "S", "O", "C", "H", "H", "H", "H", "H", "H", "C", "S", "O", "C", "H", "H", "H", "H", "H", "H", "C", "S", "O", "C", "H", "H", "H", "H", "H", "H"], "positions_angstrom": [[23.295, 0.814, -27.999], [24.069, -2.510, -27.440], [23.955, -3.468, -27.592], [28.417, 5.951, -27.666], [27.612, 4.894, -28.943], [26.636, 4.008, -28.286], [26.860, 6.374, -29.845], [27.672, 6.505, -27.096], [29.182, 6.514, -28.201], [29.035, 5.317, -27.029], [26.120, 6.907, -29.249], [26.217, 5.968, -30.626], [27.639, 6.944, -30.350], [20.351, -4.224, -30.080], [19.199, -2.763, -29.699], [19.905, -1.449, -29.292], [18.419, -2.337, -31.379], [19.864, -4.990, -30.684], [20.287, -4.728, -29.115], [21.335, -3.918, -30.435], [17.668, -1.557, -31.253], [18.018, -3.308, -31.670], [19.191, -2.042, -32.089], [25.870, 0.702, -34.646], [24.096, 0.465, -34.001], [23.992, 0.925, -32.554], [23.196, 1.688, -35.118], [26.044, 1.767, -34.802], [25.873, 0.523, -35.721], [26.657, 0.146, -34.136], [23.546, 2.694, -34.886], [22.154, 1.666, -34.798], [23.110, 1.594, -36.200], [18.169, 5.055, -27.905], [19.482, 5.426, -29.211], [20.327, 4.164, -29.121], [18.441, 5.353, -30.758], [18.656, 4.704, -26.995], [17.524, 4.308, -28.366], [17.560, 5.902, -27.587], [17.671, 6.124, -30.726], [18.035, 4.359, -30.944], [18.975, 5.711, -31.638], [24.905, 1.464, -21.899], [23.283, 0.802, -22.490], [23.289, 1.244, -23.971], [23.838, -0.986, -22.410], [25.692, 1.349, -22.645], [25.067, 0.952, -20.950], [24.629, 2.504, -21.727], [24.829, -0.941, -22.862], [23.328, -1.822, -22.889], [23.844, -1.172, -21.336]], "atomic_forces_ev_per_a": [[-0.01, -1.38, 0.14], [0.31, 0.88, 0.33], [-0.45, 0.61, -0.42], [0.23, -0.96, -0.46], [1.39, 1.71, -0.57], [-1.05, 0.02, 0.28], [-0.98, -1.48, 0.08], [0.24, 0.16, -0.16], [-0.45, 0.60, -0.09], [-0.46, -0.29, 0.20], [0.64, 0.41, 0.45], [0.26, -0.40, -0.24], [0.03, 0.10, 0.52], [-1.05, 0.75, 0.50], [-0.16, 2.05, -0.72], [-0.18, -2.22, -0.57], [1.20, -1.21, 0.95], [-0.14, 0.55, -0.70], [0.91, 0.33, 0.26], [-0.15, -0.13, 0.20], [0.12, -0.26, 0.25], [-0.40, 0.23, -0.27], [0.03, 0.09, 0.17], [-1.39, 1.23, -0.90], [0.61, -0.25, -0.10], [0.23, 0.16, -1.79], [-0.10, 0.62, 1.04], [0.33, 0.34, 1.29], [-0.36, -1.24, -0.05], [-0.46, 0.16, 0.19], [0.23, -0.01, 0.04], [0.05, -0.26, 0.42], [0.84, -0.74, 0.04], [-0.03, 0.37, -0.92], [-0.29, -1.20, 0.61], [-0.58, 0.99, -0.47], [0.06, 0.40, 0.32], [0.35, -0.24, -0.45], [0.09, -0.17, 0.31], [0.11, 0.29, -0.48], [-0.38, -0.22, 0.67], [0.02, 0.06, 0.24], [0.79, -0.43, 0.25], [-1.68, -0.24, 0.38], [1.17, -0.38, -2.63], [-0.37, -0.68, 1.52], [0.40, 0.80, 0.09], [-0.24, -0.17, 0.08], [0.47, 0.20, -0.01], [0.48, 0.06, 0.04], [0.15, -0.19, 0.35], [-0.76, 0.72, -0.21], [0.39, -0.13, 0.01]], "mulliken_charge": [1.388, -0.586, 0.242, -0.933, 0.487, -0.601, -0.945, 0.306, 0.356, 0.332, 0.328, 0.316, 0.347, -0.868, 0.444, -0.605, -0.832, 0.359, 0.301, 0.300, 0.306, 0.327, 0.262, -0.933, 0.463, -0.587, -0.948, 0.330, 0.362, 0.305, 0.317, 0.298, 0.381, -0.868, 0.467, -0.614, -0.923, 0.311, 0.274, 0.352, 0.353, 0.306, 0.333, -0.904, 0.462, -0.634, -0.890, 0.315, 0.365, 0.316, 0.278, 0.341, 0.342]}



Record 3
{"formula": "C53H46F3N2O3ReS2Sb", "method": "wB97M-V/def2-TZVPD", "orbital_gap_ev": [4.974, 6.065], "charge": 2, "e_lumo_ev": [-7.28, -6.54], "multiplicity": 2, "e_homo_ev": [-12.3, -12.6], "energy_ev": -103303.95527, "symbols": ["Re", "O", "S", "O", "N", "C", "C", "C", "C", "C", "C", "C", "C", "N", "C", "C", "C", "C", "C", "C", "C", "H", "H", "H", "H", "H", "H", "H", "H", "H", "H", "H", "C", "C", "C", "C", "C", "C", "C", "Sb", "C", "C", "C", "C", "C", "C", "C", "C", "C", "C", "C", "C", "C", "C", "H", "H", "H", "H", "H", "H", "H", "H", "H", "H", "H", "H", "H", "H", "H", "H", "H", "H", "H", "H", "H", "C", "C", "C", "C", "C", "C", "C", "S", "C", "O", "H", "H", "H", "H", "H", "H", "H", "H", "H", "H", "F", "C", "F", "F", "C", "C", "C", "C", "C", "C", "C", "C", "H", "H", "H", "H"], "positions_angstrom": [[-0.349, 0.240, 0.054], [-0.352, 1.315, 3.247], [0.668, 0.957, 2.314], [0.712, 1.779, 1.039], [0.468, -0.557, 1.716], [-0.431, -1.504, 2.313], [-0.481, -1.851, 3.633], [-1.368, -2.865, 4.057], [-2.141, -3.545, 3.162], [-2.131, -3.181, 1.793], [-2.895, -3.823, 0.788], [-2.861, -3.353, -0.497], [-2.125, -2.200, -0.794], [-1.390, -1.580, 0.113], [-1.329, -2.104, 1.396], [2.277, 1.095, 2.978], [2.922, 2.325, 2.859], [4.229, 2.431, 3.302], [4.864, 1.326, 3.860], [4.209, 0.107, 3.959], [2.909, -0.024, 3.502], [0.161, -1.353, 4.350], [-1.413, -3.116, 5.109], [-2.779, -4.359, 3.487], [-3.501, -4.684, 1.049], [-3.412, -3.842, -1.288], [-2.137, -1.753, -1.781], [2.406, 3.175, 2.430], [4.750, 3.375, 3.215], [5.884, 1.417, 4.214], [4.713, -0.749, 4.389], [2.402, -0.982, 3.548], [5.799, 2.220, -0.826], [5.938, 0.989, 0.033], [7.161, 0.702, 0.639], [7.333, -0.421, 1.437], [6.272, -1.287, 1.661], [5.048, -1.031, 1.062], [4.892, 0.080, 0.237], [2.997, 0.144, -0.749], [3.112, 1.282, -2.556], [3.582, 0.655, -3.706], [3.756, 1.392, -4.871], [3.451, 2.745, -4.874], [2.934, 3.349, -3.734], [2.734, 2.627, -2.561], [2.088, 3.283, -1.367], [2.976, -1.923, -1.322], [1.821, -2.639, -1.012], [1.747, -4.005, -1.229], [2.846, -4.666, -1.762], [3.985, -3.953, -2.089], [4.086, -2.576, -1.874], [5.379, -1.896, -2.261], [6.631, 2.902, -0.658], [4.871, 2.752, -0.610], [5.790, 1.959, -1.887], [7.995, 1.376, 0.474], [8.299, -0.618, 1.885], [6.399, -2.162, 2.288], [4.222, -1.718, 1.216], [3.823, -0.401, -3.701], [4.136, 0.914, -5.765], [3.591, 3.326, -5.778], [2.675, 4.402, -3.752], [1.931, 4.347, -1.540], [2.694, 3.176, -0.462], [1.115, 2.824, -1.174], [0.964, -2.121, -0.610], [0.844, -4.548, -0.975], [2.815, -5.737, -1.917], [4.835, -4.472, -2.521], [5.619, -2.117, -3.303], [6.204, -2.276, -1.653], [5.345, -0.817, -2.137], [-4.326, 7.820, -0.669], [-3.795, 6.482, -0.234], [-3.255, 6.300, 1.037], [-2.756, 5.067, 1.429], [-2.818, 4.009, 0.536], [-3.355, 4.152, -0.739], [-3.839, 5.392, -1.110], [-2.220, 2.443, 1.093], [-3.789, 1.708, 1.548], [-1.867, 1.660, -0.233], [-4.061, 8.605, 0.035], [-5.415, 7.786, -0.749], [-3.939, 8.088, -1.652], [-3.220, 7.134, 1.727], [-2.329, 4.935, 2.418], [-3.374, 3.312, -1.423], [-4.264, 5.522, -2.100], [-4.490, 1.875, 0.731], [-4.130, 2.191, 2.464], [-3.633, 0.641, 1.719], [-0.048, 1.080, -9.337], [0.471, -0.036, -8.806], [-0.175, -1.084, -9.333], [1.754, -0.111, -9.204], [0.378, -0.029, -7.303], [0.326, -1.233, -6.615], [0.247, -1.231, -5.234], [0.203, -0.020, -4.537], [0.273, 1.185, -5.241], [0.370, 1.178, -6.620], [0.054, 0.001, -3.116], [-0.125, 0.048, -1.910], [0.334, -2.169, -7.159], [0.215, -2.163, -4.683], [0.250, 2.121, -4.696], [0.425, 2.108, -7.171]], "atomic_forces_ev_per_a": [[-0.28, 0.51, -2.65], [0.02, -0.06, 0.21], [1.14, 0.31, 1.06], [-0.16, -0.06, 0.77], [-0.63, 0.58, 0.35], [-0.10, 0.18, -0.01], [0.12, -0.06, 0.01], [0.06, 0.01, 0.08], [-0.06, -0.10, -0.03], [-0.04, -0.02, -0.02], [0.01, 0.04, 0.03], [-0.14, -0.14, 0.02], [0.06, 0.14, -0.15], [0.31, -0.20, 0.10], [0.11, 0.12, -0.16], [0.23, -0.04, -0.33], [-0.13, -0.01, 0.01], [-0.01, -0.05, 0.06], [0.01, 0.01, -0.02], [0.02, 0.03, 0.15], [-0.17, 0.03, 0.08], [-0.04, -0.05, 0.01], [0.05, -0.01, -0.04], [0.02, 0.05, -0.02], [0.04, 0.03, -0.02], [-0.03, 0.07, 0.03], [0.05, -0.03, 0.01], [0.07, -0.03, -0.01], [-0.01, -0.02, 0.02], [-0.03, -0.01, -0.04], [0.00, 0.04, -0.04], [0.03, 0.02, -0.04], [0.03, -0.17, 0.03], [0.00, 0.00, 0.10], [-0.02, 0.03, 0.01], [-0.01, -0.01, 0.00], [0.03, -0.02, -0.02], [0.11, 0.02, -0.10], [-0.19, 0.27, 0.05], [-0.93, -0.66, -0.25], [0.04, -0.24, 0.22], [0.01, 0.14, 0.04], [0.03, 0.01, -0.02], [-0.05, -0.04, -0.01], [-0.04, 0.01, 0.01], [0.03, 0.03, -0.10], [0.11, -0.08, -0.10], [0.11, 0.31, -0.07], [0.20, -0.12, -0.13], [-0.02, 0.01, 0.05], [-0.04, 0.00, 0.02], [0.09, 0.02, -0.01], [-0.04, -0.04, -0.06], [-0.07, -0.16, 0.08], [-0.02, -0.01, 0.01], [0.02, 0.03, -0.01], [-0.02, 0.03, 0.01], [-0.03, -0.03, 0.02], [-0.04, 0.01, -0.02], [0.00, 0.03, -0.03], [0.04, -0.02, -0.02], [-0.04, 0.03, -0.03], [-0.03, 0.01, 0.03], [0.02, 0.01, 0.05], [0.00, -0.04, -0.03], [0.03, 0.01, 0.01], [-0.06, 0.00, 0.01], [0.01, 0.04, 0.01], [-0.04, 0.00, 0.07], [0.04, -0.01, -0.02], [0.00, 0.04, -0.04], [-0.04, 0.01, 0.03], [0.00, 0.03, 0.02], [-0.03, 0.04, 0.00], [0.05, -0.03, -0.04], [-0.02, -0.08, 0.03], [-0.01, 0.04, -0.03], [-0.04, 0.01, -0.01], [0.09, -0.05, 0.07], [0.18, 0.00, -0.17], [0.00, -0.05, 0.03], [-0.01, -0.01, -0.02], [-0.76, 0.51, -0.08], [0.05, -0.22, -0.09], [0.63, -1.05, 0.57], [-0.01, -0.02, -0.01], [0.02, 0.01, 0.01], [0.01, 0.00, 0.01], [0.02, -0.03, -0.02], [0.01, 0.03, -0.05], [-0.02, 0.07, 0.00], [0.05, 0.00, 0.04], [-0.01, -0.02, 0.04], [0.04, 0.02, -0.05], [0.03, 0.07, 0.06], [0.01, -0.04, -0.02], [0.05, 0.02, 0.02], [0.01, 0.02, -0.02], [0.00, -0.01, -0.03], [-0.04, 0.00, 0.03], [0.05, -0.08, 0.04], [-0.03, -0.05, 0.06], [-0.04, 0.04, 0.06], [0.05, 0.06, 0.03], [-0.04, 0.05, 0.02], [0.00, -0.15, -0.35], [0.01, 0.14, 0.67], [0.01, 0.03, 0.01], [-0.03, 0.03, -0.04], [0.02, -0.03, -0.02], [-0.03, -0.01, 0.03]], "lowdin_spin": [1.010, 0.007, -0.001, 0.005, 0.006, 0.005, 0.008, -0.003, 0.006, 0.000, 0.026, -0.002, 0.023, 0.000, 0.010, -0.002, 0.000, 0.000, 0.000, 0.000, 0.000, 0.000, 0.000, 0.000, 0.001, -0.001, 0.000, 0.000, 0.000, 0.000, 0.000, 0.000, -0.001, -0.009, -0.001, -0.007, 0.000, -0.008, -0.033, -0.141, -0.028, -0.007, -0.002, -0.001, 0.000, -0.002, -0.005, -0.016, 0.005, 0.001, 0.000, -0.001, -0.004, -0.001, 0.000, 0.000, 0.000, 0.000, 0.000, 0.000, 0.000, -0.001, 0.000, 0.000, 0.000, 0.000, -0.002, -0.001, 0.005, 0.000, 0.000, 0.000, 0.000, 0.000, -0.001, 0.000, 0.000, 0.000, 0.000, 0.000, 0.000, 0.000, 0.005, 0.001, 0.056, 0.000, 0.000, 0.000, 0.000, 0.000, 0.000, 0.000, 0.000, 0.000, 0.000, 0.000, 0.002, 0.001, 0.002, 0.019, -0.003, 0.016, 0.002, 0.017, -0.003, 0.058, -0.010, -0.001, 0.001, 0.000, -0.001]}